(1)
Density functional theory data (wB97M-V/def2-TZVPD) for C23H33Cl5N4O3PTc as an isolated structure.

Properties
Kohn-Sham gap (alpha / beta)	0.270 / 0.272	Ha
spin multiplicity	2
E	-110583.295	eV
net charge	+1

CARTESIAN COORDINATES (ANGSTROEM)
Tc 2.674463 -0.267536 -0.468819
Cl 3.304501 5.827055 3.357487
C 3.150584 4.589775 2.182183
C 2.817777 3.295517 2.567566
Cl 2.545728 2.935653 4.223241
C 2.700292 2.291455 1.608704
Cl 2.251475 0.695801 2.134787
C 2.905903 2.549664 0.248708
O 2.759199 1.657652 -0.735347
C 3.229426 3.864143 -0.118961
Cl 3.449401 4.192974 -1.787446
C 3.353847 4.871113 0.829224
Cl 3.752578 6.461306 0.339715
C 6.809375 -1.198141 0.752119
O 5.725912 -0.237128 0.918515
C 4.617645 -0.448085 0.314244
O 4.389626 -1.434087 -0.442582
H 7.718640 -0.641177 0.944124
H 6.800057 -1.602137 -0.255869
H 6.684387 -1.991676 1.483935
N 1.002181 -0.692861 -0.420334
P -0.620872 -0.625530 -0.170691
N -1.335940 -0.926749 -1.614283
C -1.011590 0.008815 -2.708092
C -2.166026 0.094481 -3.699935
C -2.764172 -1.297662 -3.972885
C -1.772418 -2.383249 -3.569818
C -1.542609 -2.329738 -2.063795
N -1.059702 -1.818779 0.845118
C -2.445396 -2.280370 1.029819
C -2.487965 -3.811167 1.038322
C -1.203154 -4.379327 1.660094
C -0.641418 -3.402768 2.686970
C -0.176588 -2.118514 1.995425
N -0.918576 0.845456 0.474170
C -0.412529 2.124286 -0.052296
C -1.519385 2.962226 -0.687143
C -2.696637 3.145283 0.268402
C -3.182872 1.791140 0.779497
C -2.022689 1.047093 1.424509
H -0.091197 -0.320272 -3.200014
H -0.796526 0.988294 -2.289523
H -1.783140 0.538181 -4.620597
H -2.932020 0.770868 -3.316602
H -3.041663 -1.396505 -5.021302
H -3.681094 -1.430970 -3.393013
H -0.833410 -2.264568 -4.114396
H -2.149578 -3.376423 -3.814822
H -0.699217 -2.960906 -1.769260
H -2.435998 -2.712941 -1.573640
H -3.080769 -1.852856 0.255035
H -2.816793 -1.898097 1.985379
H -2.615286 -4.200181 0.027988
H -3.363153 -4.124210 1.610607
H -0.454515 -4.544435 0.880688
H -1.399112 -5.348650 2.116363
H 0.205200 -3.832309 3.222023
H -1.401108 -3.177944 3.439156
H 0.835818 -2.250650 1.611914
H -0.165383 -1.280130 2.701055
H 0.409865 1.938108 -0.741898
H 0.004140 2.671822 0.801468
H -1.877895 2.481716 -1.601749
H -1.100390 3.927045 -0.979196
H -3.503853 3.685185 -0.227078
H -2.384657 3.756839 1.121352
H -3.578377 1.194643 -0.049679
H -3.987234 1.913211 1.506905
H -2.326270 0.093498 1.847263
H -1.618826 1.648442 2.246964

Atomic forces in eV per Å
Tc 0.709 0.217 0.225
Cl 0.003 0.017 0.008
C -0.015 -0.033 -0.005
C 0.016 0.023 -0.049
Cl -0.010 -0.012 0.028
C 0.056 0.043 -0.051
Cl -0.093 0.128 0.059
C 0.044 0.075 0.126
O -0.086 -0.275 0.019
C -0.006 -0.041 0.023
Cl 0.020 0.023 -0.063
C -0.007 -0.033 0.022
Cl 0.010 0.032 -0.016
C 0.072 -0.087 -0.027
O -0.089 0.120 0.083
C -0.402 -0.258 -0.129
O -0.048 0.156 -0.148
H -0.008 0.009 0.012
H 0.000 0.021 -0.004
H -0.030 0.003 -0.005
N -0.029 -0.161 -0.361
P 0.017 0.015 0.342
N -0.082 0.023 0.129
C -0.012 0.043 -0.015
C 0.020 0.010 -0.001
C 0.013 -0.001 0.001
C -0.017 0.011 0.008
C 0.095 -0.023 -0.033
N 0.007 0.114 -0.017
C -0.015 -0.081 -0.020
C 0.015 0.010 -0.005
C 0.003 0.004 -0.001
C 0.004 -0.009 -0.009
C -0.007 0.005 0.031
N -0.155 -0.112 -0.223
C 0.068 0.029 0.047
C -0.008 -0.002 0.023
C -0.004 -0.006 -0.015
C 0.017 0.013 0.007
C -0.001 0.030 0.054
H -0.016 -0.014 -0.007
H 0.010 -0.015 -0.013
H -0.004 0.003 -0.001
H -0.006 -0.008 0.007
H 0.000 0.000 0.000
H 0.001 0.001 0.000
H 0.003 -0.007 0.005
H -0.014 0.003 -0.002
H 0.013 0.014 -0.015
H -0.001 -0.025 0.022
H -0.001 0.003 -0.015
H -0.007 0.006 -0.008
H -0.009 0.000 0.000
H 0.006 0.001 0.011
H 0.000 0.005 0.000
H -0.002 -0.001 -0.002
H 0.001 0.001 0.003
H -0.007 0.004 -0.005
H 0.003 -0.002 0.003
H 0.000 -0.001 0.000
H -0.035 0.001 -0.023
H 0.013 -0.004 -0.019
H -0.004 0.011 0.006
H -0.002 0.004 0.010
H 0.000 -0.004 -0.001
H 0.005 -0.001 0.000
H -0.005 -0.007 0.006
H 0.008 0.016 0.004
H -0.022 0.004 -0.038
H 0.001 -0.027 0.022

Löwdin atomic charge list, values in e, 5 entries: 1.40 0.71 -0.71 -0.70 0.71

=====

(2)
Density functional theory data (wB97M-V/def2-TZVPD) for C6H15N in the gas phase.

Properties
SMILES	CCCNCCC
Kohn-Sham gap	0.330	Ha
E	-7954.180	eV
net charge	0

CARTESIAN COORDINATES (ANGSTROEM)
C -2.044647 1.477821 1.178572
C -2.499369 0.867392 -0.143464
C -1.402252 -0.108835 -0.709891
N -0.021663 -0.045223 -0.267250
C 0.979533 -0.589335 -1.114917
C 2.366098 -0.453083 -0.492866
C 2.452321 -1.101762 0.878999
H -1.144116 2.092217 1.081634
H -1.834586 0.658648 1.876360
H -2.710513 2.204722 1.640516
H -2.306617 1.630771 -0.902710
H -3.497302 0.461364 -0.231612
H -1.754663 -1.165027 -0.545840
H -1.397361 -0.033586 -1.800849
H -0.010187 0.211648 0.707661
H 0.785231 -1.686448 -1.220265
H 0.918707 -0.313913 -2.178055
H 2.583551 0.616607 -0.365494
H 3.130634 -0.805722 -1.197000
H 2.138132 -0.417755 1.668440
H 1.837026 -2.003117 0.990131
H 3.432043 -1.497382 1.147899

Atomic forces in eV per Å
C -0.111 -0.195 0.506
C 3.160 1.174 -1.185
C -0.707 -2.651 -0.168
N -2.224 2.285 -0.085
C 0.310 -2.019 0.603
C 0.123 0.706 -0.407
C -0.036 -0.825 0.528
H 0.165 -0.473 -0.367
H -0.092 0.328 0.313
H -0.588 -0.385 -0.020
H -1.181 0.592 0.176
H -0.041 -0.106 0.250
H -0.020 0.426 -0.013
H -0.064 0.191 -0.033
H 1.305 -0.453 -0.252
H 0.221 0.060 0.171
H -0.022 0.973 0.379
H -0.035 -0.092 -0.107
H -0.235 -0.243 0.214
H 0.058 -0.001 -0.003
H -0.296 0.217 -0.343
H 0.311 0.491 -0.158

Löwdin atomic charge list, values in e, 5 entries: -0.13 -0.22 -0.25 -0.09 -0.28